1.
Molecular formula: C20H43Cl2F3O2P2Rh
Method: DFT, ωB97M-V/def2-TZVPD

Structure (ORCA input):
```
! wB97M-V def2-TZVPD RIJCOSX def2/J DEFGRID3
* xyz -1 5
Rh 0.08272 0.24064 -0.08132
Cl 1.62498 -0.43054 -1.65570
P 2.01987 0.76246 1.14126
C 3.34481 1.76319 0.27513
C 1.79289 1.68634 2.75795
C 2.97255 -0.79972 1.53570
C 2.74653 2.78568 -0.69379
H 3.86768 0.99407 -0.32060
C 4.36018 2.44125 1.20982
H 3.95081 3.35790 1.65847
H 5.23406 2.73071 0.60565
H 4.72647 1.78586 2.00718
H 2.37147 2.28460 -1.59164
H 3.52381 3.50409 -0.98655
H 1.91254 3.33531 -0.24031
H 3.19897 -1.15309 0.51269
C 2.09622 -1.82622 2.23221
C 4.29359 -0.64068 2.29913
H 5.09412 -0.18163 1.70165
H 4.64227 -1.64592 2.57999
H 4.16379 -0.08069 3.23813
H 1.03513 -1.56833 2.24100
H 2.40987 -1.95680 3.27609
H 2.17421 -2.77817 1.69912
C 1.09128 3.03169 2.55058
H 2.81680 1.87752 3.12490
C 1.06353 0.84443 3.80372
H 1.68507 3.75222 1.97907
H 0.87726 3.47177 3.53248
H 0.12409 2.87436 2.04737
H 0.14881 0.38693 3.40217
H 0.76335 1.50096 4.63145
H 1.70680 0.06011 4.22018
Cl -1.47507 1.43768 1.08584
H 0.29656 1.67612 -0.56946
P -1.56809 -0.36822 -1.81967
C -1.20677 -1.93266 -2.79019
C -3.39361 -0.49663 -1.41524
C -1.47444 0.94693 -3.14739
C -0.48521 -3.00985 -1.98024
H -0.49808 -1.56977 -3.55688
C -2.41576 -2.56372 -3.49005
H -3.06039 -3.10451 -2.78311
H -2.03488 -3.30478 -4.20748
H -3.02398 -1.85904 -4.06231
H 0.50546 -2.67158 -1.67705
H -0.37835 -3.89445 -2.62272
H -1.02943 -3.30950 -1.07357
H -0.42966 0.82198 -3.48623
C -1.63323 2.36617 -2.58290
C -2.42023 0.69014 -4.32657
H -2.10368 -0.17852 -4.91487
H -2.39918 1.56872 -4.98703
H -3.46145 0.55372 -3.99653
H -1.53836 2.39458 -1.49077
H -2.59612 2.81495 -2.86542
H -0.83366 2.99563 -2.99663
C -3.56619 -1.53792 -0.32029
H -3.90641 -0.84089 -2.33327
C -4.01362 0.82069 -0.95929
H -3.41482 -2.56061 -0.66849
H -4.58350 -1.44795 0.08709
H -2.86600 -1.32896 0.49865
H -3.41924 1.24261 -0.13214
H -5.01674 0.61512 -0.56300
H -4.11240 1.56759 -1.75016
F -2.14104 -3.65855 3.70631
C -1.71305 -2.58664 3.01294
F -2.76624 -1.71414 2.87229
F -0.79513 -1.93784 3.81533
C -1.10661 -2.95508 1.58891
O -1.19119 -4.14107 1.24861
O -0.64676 -1.95007 0.95982
*
```

As for the max |F|: 3.3 eV/A. Its HOMO energy (spin up / spin down) is -2.47 / -5.59 eV.

---

2.
Molecular formula: C49H78Cl7F32NO15
Method: DFT, ωB97M-V/def2-TZVPD

Structure (ORCA input):
```
! wB97M-V def2-TZVPD RIJCOSX def2/J DEFGRID3
* xyz 0 1
C -1.24741 3.46509 2.35420
O -0.85968 3.05812 1.09664
C 0.54161 2.93919 1.07282
C 0.89360 2.27250 -0.30776
N 0.19696 0.87697 -0.35858
H 0.02015 0.60548 0.59805
H -0.74928 0.98861 -0.69364
C 0.95351 -0.21750 -1.19443
C 0.38611 -1.61279 -0.90136
O -1.00469 -1.57208 -1.21494
C -1.69645 -2.77366 -0.94204
H -1.13091 2.68843 3.11005
H -2.30182 3.74102 2.36809
H -0.73545 4.36924 2.68360
H 0.83745 2.27702 1.88653
H 1.11554 3.85355 1.22334
H 1.97594 2.18907 -0.40608
H 0.37337 2.72559 -1.15166
H 2.03389 -0.15522 -1.06405
H 0.75614 -0.00120 -2.24436
H 0.61322 -1.82273 0.14384
H 0.91101 -2.33347 -1.52842
H -1.86245 -2.89672 0.12820
H -1.10033 -3.66472 -1.13894
H -2.67037 -2.83211 -1.42801
Cl 4.12147 -0.36462 2.06252
O 2.80103 0.23573 2.23382
O 4.91054 -0.18309 3.25189
O 4.06432 -1.80025 1.63657
O 4.78492 0.42783 1.04145
C 2.28526 1.61994 -6.01100
C 3.36015 0.84982 -5.19067
C 4.11761 -0.19756 -6.07144
F 3.38711 -1.16351 -6.61583
F 4.75096 0.33429 -7.09765
F 4.32849 1.69912 -4.63514
F 2.77903 0.22934 -4.16673
O 1.82183 2.79284 -5.38464
C 0.61022 2.68593 -4.66484
C 0.06537 4.06432 -4.29307
F -0.24341 4.83287 -5.36903
F -0.93234 4.10665 -3.42711
F -0.34598 1.95257 -5.32880
F 0.88849 2.14078 -3.50277
H 1.50491 0.90332 -6.26714
H 2.69878 1.91640 -6.97494
H 4.82624 -0.75037 -5.45472
H 0.79009 4.71285 -3.80085
C 3.08631 -6.55614 -0.07593
C 1.82344 -5.68293 0.17543
C 1.96179 -4.79933 1.40365
F 0.94131 -3.94454 1.45748
F 2.15741 -5.40133 2.58099
F 1.77099 -4.86306 -0.91635
F 0.72129 -6.44705 0.24395
O 4.31687 -5.77412 -0.08248
C 5.49031 -6.43571 0.38022
C 6.64311 -5.41346 0.41404
F 7.80927 -5.94088 0.85156
F 6.81835 -4.74438 -0.72240
F 5.31529 -6.94231 1.55170
F 5.73910 -7.42312 -0.50150
H 2.91441 -6.96567 -1.07134
H 3.14018 -7.39951 0.61247
H 2.86637 -4.19978 1.30176
H 6.39736 -4.67127 1.17354
C -0.33477 -8.67845 -2.76218
C -1.62474 -7.82623 -2.97687
C -1.38560 -6.35752 -3.51153
F -0.76852 -5.47915 -2.70529
F -0.73050 -6.27087 -4.66191
F -2.46088 -8.51308 -3.76077
F -2.31145 -7.73431 -1.83047
O 0.30470 -8.71235 -4.03042
C 1.57447 -9.27470 -4.13348
C 1.98975 -9.23045 -5.59945
F 1.76523 -8.00566 -6.16834
F 3.24797 -9.66036 -5.71900
F 2.44630 -8.55473 -3.46587
F 1.58952 -10.46110 -3.61011
H -0.62042 -9.70414 -2.52881
H 0.32042 -8.25277 -2.00216
H -2.35430 -5.89130 -3.69145
H 1.32850 -9.96453 -6.05985
C -0.85616 9.03575 2.98665
C -1.19867 8.85760 4.50383
C -0.79221 7.43395 4.97591
F -1.68773 6.52107 4.44488
F 0.45269 7.05746 4.69525
F -0.56612 9.85346 5.17110
F -2.47150 9.14928 4.69466
O -1.63712 8.28116 2.09073
C -0.93735 7.39281 1.20824
C -2.09077 6.71093 0.41987
F -2.92502 7.55100 -0.25039
F -1.64237 5.79653 -0.44946
F -0.19867 8.18643 0.39976
F -0.11275 6.55357 1.82090
H 0.21999 8.94808 2.83728
H -1.03224 10.10050 2.83369
H -0.96482 7.39625 6.05150
H -2.68238 6.19999 1.17950
C -3.46299 -0.50978 2.84426
C -2.52162 0.18013 3.82429
C -1.14928 -0.20484 3.24454
O -1.43168 -0.06602 1.83065
C -2.78546 -0.25052 1.50875
H -4.47729 -0.11146 2.81917
H -3.49059 -1.56541 3.11442
H -2.66890 -0.11869 4.86213
H -2.60423 1.26672 3.79975
H -0.87511 -1.23844 3.45573
H -0.39705 0.54575 3.48721
H -2.94592 -1.12912 0.88393
H -3.15039 0.65426 1.02264
C 3.43414 6.50333 -1.29823
C 4.27633 5.65415 -2.24884
C 3.56585 4.35628 -2.22382
O 2.20587 4.59716 -1.87726
C 2.04689 5.93266 -1.45250
H 3.48137 7.55651 -1.57516
H 3.77760 6.32208 -0.27976
H 5.28681 5.42176 -1.91266
H 4.31489 6.08523 -3.24924
H 3.88033 3.66293 -1.44377
H 3.58642 3.88135 -3.20469
H 1.56766 6.04748 -0.48027
H 1.55003 6.53108 -2.21613
C -1.99709 3.05181 7.60257
C -3.33255 3.00965 8.31190
C -4.29494 2.78764 7.09513
O -3.55454 3.18555 5.92434
C -2.26555 3.71356 6.25430
H -1.58023 2.07142 7.37199
H -1.28541 3.68998 8.12637
H -3.62279 3.93454 8.81034
H -3.39886 2.19983 9.03847
H -5.26939 3.25827 7.22571
H -4.59799 1.75078 6.94964
H -2.36837 4.79403 6.35487
H -1.50768 3.56291 5.48550
C -4.91623 -4.22480 2.74897
C -5.22524 -3.90735 1.30822
C -4.51768 -4.98102 0.50999
O -3.32491 -5.15756 1.23357
C -3.43824 -4.54803 2.54440
H -5.51502 -5.09744 3.00986
H -5.06488 -3.39757 3.44300
H -4.86468 -2.91833 1.02548
H -6.28188 -4.03925 1.07537
H -4.30837 -4.74562 -0.53350
H -5.07047 -5.91843 0.57136
H -2.79991 -3.66471 2.52482
H -3.03633 -5.24255 3.28211
C -4.02167 2.63181 -2.02478
C -3.53934 1.66835 -3.09550
C -2.85279 0.59399 -2.30031
O -2.34142 1.32800 -1.22063
C -2.92788 2.62280 -1.00908
H -4.92812 2.23896 -1.56421
H -4.23078 3.62564 -2.42059
H -2.77313 2.09476 -3.74295
H -4.28484 1.21569 -3.74929
H -2.19088 0.05582 -2.97880
H -3.53968 -0.14247 -1.88329
H -2.08937 3.28643 -1.22025
H -3.32888 2.73064 -0.00127
C 4.03498 -2.75483 -2.07469
Cl 4.69445 -1.09813 -2.07878
Cl 3.16109 -3.06629 -3.59771
H 4.84414 -3.47211 -1.93737
H 3.40102 -2.84673 -1.19279
C -0.87037 -2.52885 -5.25807
Cl -2.47760 -2.50212 -4.59567
Cl 0.13071 -1.29011 -4.50197
H -0.44303 -3.52517 -5.14486
H -0.94140 -2.28385 -6.31780
C 1.98526 2.35490 5.14113
Cl 1.19043 1.52250 6.49436
Cl 1.53353 4.07565 5.12059
H 3.06990 2.29673 5.23210
H 1.77083 1.93372 4.15893
*
```

As for the max |F|: 3.9 eV/A. Its HOMO energy is -8.74 eV.

---

3.
Molecular formula: C14H22IO3
Method: DFT, ωB97M-V/def2-TZVPD

Structure (ORCA input):
```
! wB97M-V def2-TZVPD RIJCOSX def2/J DEFGRID3
* xyz -1 1
C -1.67659 -2.31301 1.70819
C -2.29277 -2.06730 0.69459
C -2.78055 -1.56451 -0.63457
C -1.62355 -0.79517 -1.35339
C -1.03807 0.31559 -0.41810
C 0.09437 1.07174 -1.19325
C 1.31382 0.22008 -1.68476
C 1.15234 -0.34316 -3.12879
C 2.48928 -0.80972 -3.79485
I 3.93469 -1.63589 -2.39532
C 0.77157 1.90880 -0.02116
O 1.26076 3.14707 -0.62739
C 0.88092 3.21871 -1.93507
O 1.41326 3.90356 -2.75874
C -0.34887 2.25312 -2.08046
H -0.91702 -2.38103 2.51748
H -3.06423 -2.45729 -1.21814
H -3.63549 -0.87255 -0.51145
H -1.95470 -0.35384 -2.31095
H -0.80949 -1.53335 -1.48259
H -1.83175 1.02385 -0.11131
H -0.57071 -0.16996 0.45733
H 1.46196 -0.61082 -0.97466
H 2.23034 0.83842 -1.67618
H 0.45873 -1.19826 -3.17728
H 0.72463 0.46919 -3.75021
H 2.24300 -1.65032 -4.46526
H 2.95676 -0.02098 -4.40677
H 1.69350 1.44167 0.35849
H 0.04071 2.27367 0.71841
H -1.16659 2.85708 -1.64654
H -0.46005 2.10985 -3.16567
C -0.09385 -1.09168 6.26679
C -0.16663 -0.50809 4.83725
O -0.14691 -1.50761 3.94020
H 0.82740 -1.66079 6.41874
H -0.10925 -0.28121 7.01493
H -0.94526 -1.74563 6.47423
H 0.66547 0.23785 4.78914
H -1.06817 0.15517 4.84352
*
```

As for the max |F|: 2.9 eV/A. Its HOMO energy is -2.96 eV.

---

4.
Molecular formula: C8H24BrIMnO4
Method: DFT, ωB97M-V/def2-TZVPD

Structure (ORCA input):
```
! wB97M-V def2-TZVPD RIJCOSX def2/J DEFGRID3
* xyz -1 7
Mn 0.08285 0.31173 1.46019
Br 1.93499 -0.29455 3.11448
I -1.31239 2.52916 2.76774
C -1.33989 -3.28474 2.85549
C -0.63183 -2.57969 1.75887
O -1.16210 -1.29151 1.72068
H -2.32224 -3.72345 2.68046
H -1.34952 -2.67703 3.76031
H -0.81658 -4.21289 3.08521
H -0.80237 -3.01494 0.77420
H 0.41639 -2.72140 2.02201
H -2.09352 -1.41966 1.91466
C 2.92974 -0.89258 -1.61168
C 2.39225 -1.51558 -0.34052
O 1.09334 -1.07507 -0.18609
H 3.96350 -1.11740 -1.87422
H 2.86954 0.15824 -1.32837
H 2.39433 -1.02138 -2.55235
H 2.94688 -1.39241 0.58970
H 2.49248 -2.56906 -0.60176
H 0.53684 -1.30209 -0.93466
C -2.79495 0.68069 -2.13541
C -2.38466 1.07476 -0.71409
O -1.22980 0.36405 -0.41571
H -3.65497 1.20552 -2.55138
H -3.10231 -0.36427 -2.17631
H -2.00925 0.80686 -2.88029
H -3.27951 0.85624 -0.13136
H -2.22167 2.15250 -0.71913
H -1.26224 -0.48173 -0.86871
C 0.65779 3.72833 -0.99625
C 1.24998 2.33218 -0.89186
O 1.33280 1.90865 0.42362
H 1.32516 4.38767 -0.44128
H -0.34786 3.78663 -0.57990
H 0.70552 4.00064 -2.05061
H 2.26231 2.41512 -1.28738
H 0.73259 1.67878 -1.59434
H 1.79837 2.57368 0.93606
*
```

As for the max |F|: 2.9 eV/A. Its HOMO energy (spin up / spin down) is -0.23 / -5.07 eV.

---

- Which value of max |F| does entry 3 give?
  2.9 eV/A

---

- Look up the max |F| of the second one.
  3.9 eV/A